C48H104F6N14O15S6 as an isolated structure in a non-equilibrium geometry, computed with ωB97M-V with the def2-TZVPD basis set.

Structure (XYZ):
```
193
Properties=species:S:1:pos:R:3:forces:R:3:mulliken_charge:R:1
C -11.78459 -15.06855 -14.38314 -0.69 1.19 -0.46 -1.4434
C -11.76967 -16.38925 -13.76089 -0.70 -1.02 1.26 -0.3637
N -13.13126 -17.04609 -13.60206 -1.19 0.89 0.17 0.7761
C -13.95542 -16.32478 -12.54763 -0.25 0.72 0.66 -0.9831
C -13.81778 -16.98092 -14.90992 -1.72 1.40 -1.18 -0.5424
C -15.12404 -17.80604 -15.03846 1.84 -0.42 -0.26 -1.0556
C -13.09091 -18.47313 -13.30356 0.21 -2.58 0.47 -0.4321
C -12.29388 -18.85542 -12.08103 -0.04 -0.90 0.57 -0.9792
O -12.87842 -18.15037 -11.04284 -0.38 0.44 0.37 -0.2735
C -12.51588 -18.47637 -9.72477 1.45 1.23 0.18 -0.8630
H -10.84932 -14.53721 -14.30357 0.30 0.06 0.58 0.4116
H -12.60521 -14.47015 -13.97552 0.39 0.26 0.03 0.2956
H -11.94190 -15.09549 -15.43279 -0.33 -0.13 -0.96 0.3718
H -11.33619 -16.35617 -12.78852 0.22 -0.07 0.89 0.4272
H -11.29951 -17.15348 -14.28593 1.56 -0.97 -1.28 0.5317
H -14.40785 -15.44509 -13.03532 0.37 -0.28 0.37 0.4230
H -13.28182 -16.07687 -11.68745 -0.73 0.02 -1.11 0.3616
H -14.76820 -16.94734 -12.11021 0.74 0.23 -0.73 0.3396
H -13.19360 -17.33843 -15.73899 0.41 -0.13 0.63 0.4374
H -13.96804 -15.91723 -15.17308 -0.14 -0.43 0.43 0.4498
H -15.56273 -17.47542 -15.95305 -0.47 -0.01 -0.70 -0.2230
H -15.88329 -17.90020 -14.29643 -0.32 0.80 0.95 0.4084
H -14.73495 -18.81194 -15.13248 -0.52 -0.46 -0.58 0.4901
H -12.67648 -19.03836 -14.17960 -0.47 0.62 0.60 0.3421
H -14.15047 -18.81312 -13.08162 1.37 0.46 -0.51 0.3065
H -11.24058 -18.61262 -12.10458 0.55 0.03 -0.45 0.4313
H -12.36707 -19.96011 -11.90727 -0.03 0.64 -0.38 0.4404
H -11.44298 -18.70791 -9.59662 -0.28 -0.12 -0.38 0.3544
H -13.09927 -19.28680 -9.38487 -0.70 -0.89 0.68 0.3073
H -12.65374 -17.55136 -9.15045 -0.35 -0.48 0.12 0.2770
C -8.50356 -11.51738 -35.34115 -1.35 -0.90 -0.35 -1.1451
C -7.86501 -11.02557 -34.10755 1.75 0.94 1.44 -0.6293
N -8.66465 -10.94714 -32.76500 -2.55 0.85 -1.91 0.3703
C -7.77232 -10.35410 -31.79537 -1.20 2.13 0.90 -0.9922
C -9.88329 -9.97625 -32.98404 0.09 0.87 0.49 -0.5311
C -9.64374 -8.58309 -33.68570 0.09 -1.40 -0.45 -1.2579
C -9.30306 -12.30362 -32.25695 2.99 -0.39 -1.31 -0.6552
C -10.46866 -12.34757 -31.30042 -1.55 -3.83 -6.37 -0.3496
O -9.95099 -12.34724 -30.12619 -2.86 2.98 7.05 -0.4192
C -11.18439 -11.92152 -29.04487 3.40 1.26 -0.67 -0.6723
H -9.02029 -12.47265 -35.17587 0.29 0.02 -0.13 0.2829
H -7.72179 -11.70632 -36.09739 -0.52 0.35 0.22 0.4001
H -9.30058 -10.83988 -35.68471 0.54 -0.07 -0.25 0.2907
H -7.48036 -9.99889 -34.25953 -0.63 -0.23 0.18 0.4532
H -6.89228 -11.50141 -33.90117 -0.68 -0.63 0.27 0.4952
H -8.31410 -10.18685 -30.84646 0.47 -0.54 -0.31 0.2733
H -7.48836 -9.35178 -32.14044 0.04 -0.30 -0.06 0.4414
H -6.91490 -10.93833 -31.72390 1.43 -1.06 0.56 0.4628
H -10.25168 -9.78679 -31.95919 0.02 -0.30 -0.53 0.3982
H -10.63461 -10.55640 -33.54320 0.37 0.29 0.19 0.4822
H -10.60351 -8.16077 -34.06486 0.63 -0.26 0.80 0.3602
H -9.09604 -8.81047 -34.58186 0.17 0.09 -0.71 0.3213
H -9.00607 -7.85168 -33.18140 -0.56 -0.17 0.43 0.3328
H -8.38688 -12.76584 -31.79047 -1.13 0.05 -0.34 0.3642
H -9.51374 -12.84560 -33.17089 -0.15 -0.03 -0.13 0.3312
H -10.92031 -13.42926 -31.44407 0.66 1.32 -0.52 0.3068
H -11.29900 -11.80453 -31.81557 0.23 0.91 1.69 0.3993
H -10.46231 -11.25203 -28.49893 -1.54 -0.63 0.02 0.2674
H -11.46228 -12.78943 -28.49479 0.12 -0.75 0.22 0.3152
H -12.10968 -11.38462 -29.40441 1.47 -0.60 -0.52 0.3033
C -13.96748 -16.48432 -18.93167 -0.41 -0.81 -0.03 -1.3402
C -15.44845 -15.98766 -18.91933 2.16 0.99 0.66 0.2659
N -16.26898 -16.35703 -20.08215 -1.28 0.62 0.02 1.0155
C -15.75933 -15.62968 -21.33781 -0.88 0.22 0.73 -1.0199
C -16.33069 -17.86623 -20.15198 0.73 0.34 -2.17 -0.5292
C -17.03476 -18.38133 -21.42729 -0.62 1.76 0.83 -1.5232
C -17.67619 -15.82367 -19.83178 -0.44 0.68 -0.18 -0.8856
C -18.65730 -16.70635 -19.11454 1.06 -0.01 1.43 -1.2711
O -18.11711 -16.85986 -17.78961 -0.72 -0.06 0.19 -0.1333
C -19.08000 -17.42723 -16.91246 -0.13 0.92 0.14 -0.8425
H -13.38614 -16.65906 -19.85363 -0.88 0.31 -0.17 0.3783
H -13.92009 -17.46653 -18.42257 0.33 0.68 0.20 0.4402
H -13.43275 -15.66564 -18.46623 0.37 -0.29 0.69 0.2173
H -15.32373 -14.88345 -18.91787 -0.76 -0.69 0.04 0.0475
H -15.92355 -16.32642 -17.97471 0.06 0.28 -0.91 -0.0052
H -16.37995 -16.01015 -22.15026 0.63 -0.24 -0.17 0.5138
H -14.67232 -15.77571 -21.39353 -0.56 0.03 -0.34 0.2805
H -16.03643 -14.54156 -21.27057 0.59 -1.09 0.41 0.3269
H -16.81438 -18.14616 -19.25326 -0.08 -0.51 0.88 0.4489
H -15.27489 -18.14587 -20.17996 -0.29 -0.39 0.24 0.5699
H -16.34551 -18.36561 -22.22441 0.71 -0.04 -1.08 0.4411
H -17.91716 -17.78140 -21.71007 0.41 0.08 0.14 0.2946
H -17.44503 -19.34930 -21.35731 -0.08 -1.37 0.54 0.4185
H -18.08880 -15.61988 -20.78980 -0.40 0.23 -0.88 0.7719
H -17.61316 -14.85833 -19.30279 0.28 -0.41 -0.19 0.1693
H -18.67689 -17.70982 -19.49040 -0.63 -0.42 -0.83 0.3362
H -19.66245 -16.25266 -19.10131 0.46 -0.04 -0.13 0.8093
H -19.99991 -16.80735 -16.92457 0.43 -0.32 0.27 0.3054
H -18.62406 -17.47623 -15.93711 0.01 0.39 0.46 0.2138
H -19.34303 -18.44264 -17.12512 -0.18 -0.76 -0.72 0.3805
C -11.76307 -6.22322 -23.57807 -0.76 -0.64 1.03 -1.3395
C -12.81571 -6.97624 -22.74840 0.93 1.28 0.00 -0.2888
N -14.10487 -6.29340 -22.77248 -3.76 -1.95 -0.24 0.2263
C -14.49593 -4.97404 -22.66969 -0.13 -0.42 -0.89 -0.3952
C -15.85845 -4.86981 -22.82811 1.28 -1.68 -0.07 -0.4963
N -16.28185 -6.19105 -22.97907 -0.32 0.74 0.29 0.2380
C -15.27478 -7.02241 -22.91357 1.96 2.58 0.10 -0.4072
C -17.65407 -6.59464 -23.22808 -0.60 0.97 -0.50 -0.9324
H -10.96883 -6.93048 -23.63239 0.85 -0.34 -0.67 0.4126
H -11.35849 -5.37612 -23.06862 0.07 0.71 0.40 0.3862
H -12.15516 -5.91342 -24.52761 0.00 -0.11 -0.61 0.3595
H -12.52221 -7.03029 -21.71433 0.34 -0.10 0.42 0.3136
H -12.87525 -7.99858 -23.10860 -0.69 0.05 -0.11 0.3573
H -13.71969 -4.27013 -22.73982 0.47 1.14 0.38 0.4708
H -16.54667 -4.05848 -22.96550 0.13 0.20 0.21 0.4775
H -15.38795 -8.05005 -23.00298 0.06 -1.72 0.01 0.5745
H -18.28386 -6.22292 -22.41725 0.11 -0.52 0.12 0.3505
H -17.70338 -7.66900 -23.38395 -0.11 0.21 0.23 0.2753
H -17.98085 -6.04196 -24.11884 0.06 -0.35 0.02 0.4388
C -11.83559 -3.78993 -11.63044 0.67 1.93 -2.01 -0.9738
C -13.09042 -4.58792 -11.58250 -0.17 -1.04 1.06 -0.5700
N -13.44720 -5.14504 -12.92217 1.01 -1.18 1.32 0.1477
C -12.94135 -6.33421 -13.51035 -0.44 1.43 0.47 -0.5633
C -13.50279 -6.41276 -14.71993 -0.96 -0.55 -2.85 -0.3524
N -14.34074 -5.28135 -14.89313 -0.17 -0.47 0.87 0.1456
C -14.29426 -4.59829 -13.74822 -0.19 0.17 -1.34 0.0706
C -15.43948 -5.16299 -15.90972 1.94 0.41 0.04 -0.9330
H -10.96399 -4.34440 -12.02236 -0.52 0.11 0.10 0.3032
H -11.49650 -3.28449 -10.72559 -0.51 -0.38 0.25 0.3760
H -12.08105 -2.94919 -12.35709 0.80 -0.77 0.70 0.2809
H -13.93262 -4.00546 -11.21670 -0.10 0.13 -0.28 0.3268
H -12.97633 -5.38987 -10.83589 -0.26 -0.20 -0.67 0.3272
H -12.23912 -6.97693 -13.03232 0.25 -0.12 0.29 0.4546
H -13.42624 -7.17845 -15.57163 -0.03 1.29 1.71 0.4573
H -14.86038 -3.70744 -13.59834 -0.16 0.38 0.33 0.3835
H -14.93943 -5.32209 -16.86597 -0.53 0.12 -0.06 0.3142
H -16.01475 -4.23222 -15.86815 0.67 -0.02 0.19 0.3274
H -16.06897 -5.95617 -15.66562 -1.28 -1.35 -0.14 0.4709
C -24.71600 -14.23120 -28.18455 -1.14 -0.25 -0.87 -0.9910
C -24.71169 -14.06266 -26.69051 -0.53 -1.42 0.73 -0.7148
N -23.47534 -13.46208 -26.21503 0.22 -0.05 -0.34 0.2639
C -22.27191 -14.08757 -26.25359 -0.51 -2.94 -0.92 -0.5475
C -21.30945 -13.25350 -25.88702 1.47 0.34 0.45 -0.3237
N -21.95122 -12.08434 -25.61021 0.06 0.89 -0.08 0.2302
C -23.23609 -12.22335 -25.85874 -0.27 0.38 0.27 -0.0875
C -21.34642 -10.91493 -25.03019 -0.39 0.95 0.06 -0.9035
H -24.02123 -14.99252 -28.55586 0.38 0.60 0.13 0.3505
H -24.62384 -13.22846 -28.64993 0.25 -0.79 -0.08 0.2992
H -25.69038 -14.66222 -28.52003 0.47 0.56 0.45 0.3734
H -24.87727 -15.02308 -26.13365 0.47 0.72 -0.56 0.3225
H -25.52996 -13.45453 -26.36353 -0.38 0.64 0.10 0.4016
H -22.27296 -15.12583 -26.56831 0.39 0.25 0.21 0.4421
H -20.22547 -13.36953 -25.78389 -0.76 0.00 0.06 0.4392
H -23.92862 -11.42952 -25.83040 -0.74 0.55 0.26 0.4570
H -20.55553 -11.26629 -24.42517 0.55 -0.14 1.25 0.3322
H -22.08265 -10.29231 -24.50448 0.23 -0.64 0.21 0.3178
H -20.89948 -10.24902 -25.73485 0.20 0.17 -1.07 0.3476
C -21.74424 -9.16970 -20.63254 1.34 0.55 -0.56 -0.9545
C -21.46467 -9.60512 -19.19386 -1.10 1.50 -0.23 0.3431
N -22.31366 -8.71922 -18.26570 -0.44 -1.94 -0.16 0.2261
C -22.27677 -7.35840 -18.06653 -0.27 0.37 -0.38 -0.2565
C -23.21800 -7.09331 -17.12873 -0.73 0.53 1.32 -0.5247
N -23.74097 -8.29811 -16.70936 -0.65 0.43 -0.98 0.1610
C -23.28391 -9.24864 -17.47958 2.80 0.03 -0.71 -0.1427
C -24.85256 -8.50734 -15.84179 -0.70 -1.33 1.22 -0.8835
H -22.72753 -9.20800 -21.07472 -0.80 -0.71 0.73 0.4086
H -21.10484 -9.79693 -21.26571 0.04 0.34 0.04 0.1226
H -21.51024 -8.10700 -20.79456 0.55 -0.25 0.12 0.3492
H -20.42809 -9.45218 -18.86064 -0.31 -0.26 -0.46 -0.1919
H -21.75274 -10.65299 -19.11410 -0.01 0.19 0.65 0.0950
H -21.71580 -6.62265 -18.65023 -0.02 -0.77 0.28 0.4225
H -23.67781 -6.20373 -16.67459 0.83 -0.29 -0.53 0.4388
H -23.44954 -10.30304 -17.35578 -0.19 -0.08 -0.15 0.4093
H -25.59543 -7.77364 -16.01731 -0.72 0.77 -0.12 0.3866
H -24.55674 -8.48820 -14.79119 0.06 0.10 -0.13 0.3171
H -25.31188 -9.49991 -16.04229 0.42 0.68 0.08 0.3360
N -12.78516 -11.75839 -18.53867 -1.01 -0.08 -0.64 -0.4724
S -13.20304 -12.47862 -19.92022 3.95 1.39 1.95 1.1694
O -12.71366 -11.56607 -20.90900 -0.96 -1.20 -0.24 -0.5921
O -14.44073 -13.13398 -19.92479 -1.78 -0.52 -0.57 -0.4681
F -12.15044 -13.72909 -19.89579 -0.73 0.88 -0.38 -0.3126
S -13.10614 -12.17576 -17.09220 1.51 -1.18 5.01 1.1209
O -12.27838 -11.36291 -16.14132 -2.31 -1.60 -2.70 -0.6618
O -13.15030 -13.62034 -16.75723 0.23 1.72 -1.40 -0.5662
F -14.64697 -11.83599 -16.65396 0.96 0.56 -1.12 -0.2755
N -20.53515 -14.73689 -20.92289 -1.44 0.88 -0.73 -0.2955
S -20.99609 -13.20032 -21.01840 -0.39 -0.65 -0.74 0.9879
O -20.60463 -12.57696 -22.25512 0.35 0.14 0.62 -0.4564
O -20.76922 -12.60464 -19.73770 -0.08 0.14 -0.58 -0.6495
F -22.61542 -13.13299 -21.23437 0.80 -0.44 0.77 -0.3545
S -21.17338 -15.76894 -21.98488 0.09 1.07 1.44 0.9785
O -20.15579 -16.63275 -22.41766 1.38 -1.49 -0.25 -0.6229
O -22.04733 -15.24632 -22.96563 -0.76 0.42 -0.33 -0.4581
F -22.06203 -16.61012 -20.97805 0.07 0.05 -0.45 -0.2810
N -17.40265 -8.30972 -20.25204 -0.13 -0.28 -1.83 -0.3387
S -17.52796 -8.33906 -18.69591 -0.57 -2.82 -1.05 0.9444
O -16.42769 -7.67854 -18.14312 1.47 1.11 1.52 -0.5609
O -17.97303 -9.62697 -18.23518 0.06 1.30 0.67 -0.5480
F -18.71357 -7.35209 -18.49920 -1.03 0.66 0.40 -0.2218
S -17.58876 -9.67427 -21.04862 1.04 0.09 1.58 1.1532
O -17.19871 -9.46573 -22.41823 0.40 -0.30 0.46 -0.7800
O -18.77919 -10.39999 -20.79643 -0.28 -0.15 -0.26 -0.5455
F -16.43025 -10.55810 -20.28915 -0.81 0.54 -1.53 -0.0986
```
Positions in Å, forces in eV/Å.

LUMO level = -5.2 eV
DFT total energy = -184315.125 eV
molar mass = 1423.83 g/mol
total charge = +4
HOMO-LUMO gap = 9.469 eV